The following is a DFT calculation (wB97M-V/def2-TZVPD) of a 13-piece molecular cluster, C42H116N8O13 overall in a non-equilibrium geometry.

The geometry in XYZ format:
```
179
Properties=species:S:1:pos:R:3:lowdin_charge:R:1
C 12.61519 32.94218 -10.68048 -0.0402
C 11.22831 32.56717 -11.11990 -0.4864
C 10.95109 33.02402 -12.59737 -0.1072
C 11.52540 32.03234 -13.62457 -0.1704
C 10.98786 30.63894 -13.35501 -0.1456
C 11.29374 30.11286 -11.97888 -0.4354
N 10.90180 31.16619 -10.97345 -0.1067
O 11.05042 30.74203 -9.65803 -0.0159
C 10.30491 28.91284 -11.70689 -0.0112
C 12.79160 29.61622 -11.80126 0.0029
C 10.20489 33.37734 -10.21785 -0.0170
H 13.34675 32.34859 -11.22871 0.0696
H 12.70387 32.70327 -9.62069 0.0694
H 12.84141 33.98515 -10.90212 0.0821
H 9.88233 33.04808 -12.81016 0.0934
H 11.36266 34.03168 -12.65507 0.1192
H 12.61204 32.11695 -13.61235 0.1021
H 11.23866 32.38699 -14.61457 0.1061
H 11.44928 30.07718 -14.16717 0.1193
H 9.91347 30.62719 -13.53845 0.0994
H 9.28479 29.28969 -11.63315 0.0633
H 10.42310 28.24137 -12.55734 0.0667
H 10.55945 28.27502 -10.86043 0.0606
H 13.38085 30.45416 -12.17374 0.0432
H 12.96413 29.49251 -10.73213 0.0709
H 12.92449 28.68417 -12.35057 0.0704
H 10.27567 34.45176 -10.38727 0.0867
H 10.29602 33.16165 -9.15330 0.0619
H 9.18384 33.10345 -10.48348 0.0545
H 10.17085 30.70011 -9.27568 0.0650
C 8.11569 32.29634 -15.49136 -0.1664
O 6.73124 32.02952 -15.76722 -0.1043
H 8.23463 32.80081 -14.53247 0.0508
H 8.66598 31.36299 -15.37240 0.0645
H 8.73521 32.85545 -16.19257 0.0782
H 6.72637 31.57470 -16.61263 0.0745
C 7.13673 31.13567 -12.32790 -0.1164
O 6.11140 31.23508 -11.29950 -0.1394
H 6.73545 31.85393 -13.04287 0.0669
H 8.08945 31.41224 -11.87632 0.0548
H 7.28108 30.13661 -12.73917 0.0765
H 6.25447 32.11663 -10.94736 0.0058
C 16.97013 35.12190 -10.64484 -0.1095
O 15.76801 34.40003 -10.27932 -0.1760
H 17.78114 34.39840 -10.72799 0.0805
H 16.71693 35.60268 -11.58975 0.0844
H 17.08254 35.71883 -9.73978 0.0823
H 15.82552 33.57665 -10.76956 0.0666
C 14.71196 30.70187 -8.08842 -0.1955
O 16.02723 30.52350 -7.70264 -0.0847
H 14.51997 31.33816 -8.95235 0.0641
H 14.36578 29.71498 -8.39551 0.0741
H 13.99009 30.95518 -7.31199 0.0646
H 16.38912 31.40063 -7.55681 0.0781
C 12.87097 27.30645 -15.52466 -0.1710
O 12.00863 26.31323 -16.01269 -0.1337
H 13.93146 27.05729 -15.48724 0.0769
H 12.80557 28.24099 -16.08185 0.0652
H 12.44272 27.58079 -14.56059 0.0622
H 11.13063 26.34652 -15.62589 0.0069
C 17.43892 30.02764 -17.47437 -0.0729
C 15.94893 30.44002 -17.53280 -0.4012
C 15.45927 30.60476 -16.06401 -0.1772
O 15.20775 29.32738 -15.44357 -0.2178
C 15.44064 29.36828 -14.03849 -0.1016
N 15.87584 31.49869 -18.54024 0.0216
H 17.50472 29.11548 -16.88129 0.0758
H 18.17158 30.73519 -17.08619 0.0770
H 17.89983 29.85670 -18.44723 0.0669
H 15.37246 29.59452 -17.90817 0.1303
H 14.53881 31.18839 -16.07939 0.1161
H 16.21715 31.12418 -15.47756 0.1147
H 15.08787 30.26421 -13.52765 0.0728
H 16.51724 29.19803 -14.03128 0.0915
H 15.09009 28.50365 -13.47490 0.0805
H 14.97096 31.59693 -18.97799 0.0637
H 16.42965 31.22918 -19.34072 0.0598
C 10.95376 30.99578 -5.56136 -0.0707
C 9.75934 31.86246 -5.88708 -0.4028
C 8.57459 30.98621 -6.42123 -0.2246
O 8.72199 30.72817 -7.75693 -0.2134
C 7.61471 30.02683 -8.36842 -0.0577
N 9.24732 32.46513 -4.64123 0.0466
H 11.62632 31.58885 -4.94166 0.0729
H 11.36328 30.73190 -6.53643 0.0685
H 10.76648 30.08051 -4.99985 0.0819
H 9.97800 32.60566 -6.65386 0.1030
H 7.61932 31.49960 -6.31165 0.1152
H 8.46514 30.07520 -5.83286 0.1223
H 7.38294 29.19806 -7.69945 0.0688
H 7.90443 29.59645 -9.32703 0.0831
H 6.72270 30.59739 -8.62705 0.0801
H 8.93845 33.41714 -4.77680 0.0194
H 10.04448 32.56357 -4.02890 0.0537
C 12.79282 37.87204 -8.07517 -0.0540
C 13.81741 36.72889 -8.43904 -0.3731
C 13.25535 35.33673 -8.09380 -0.2237
O 12.75910 35.23184 -6.80292 -0.1691
C 12.51709 33.92484 -6.40209 -0.1246
N 13.95667 36.90747 -9.90560 0.0416
H 11.80926 37.64584 -8.48692 0.0528
H 13.19524 38.84115 -8.37011 0.0707
H 12.74335 37.93240 -6.98796 0.0676
H 14.77125 36.78596 -7.91460 0.1316
H 14.07868 34.62448 -8.14776 0.1095
H 12.57669 34.94645 -8.85222 0.1033
H 12.03144 33.96812 -5.42722 0.0821
H 13.43268 33.37912 -6.17407 0.0897
H 11.94034 33.32037 -7.10215 0.0765
H 14.34252 36.04059 -10.25164 0.0219
H 14.71737 37.56356 -10.01044 0.0682
C 7.16562 35.28443 -6.30441 -0.0408
C 8.65632 35.52097 -6.62526 -0.4084
C 9.02464 36.90847 -7.21161 -0.1887
O 8.29337 37.12243 -8.42249 -0.1870
C 8.61706 38.40553 -8.94483 -0.1008
N 9.38702 35.29324 -5.39884 0.0395
H 6.62711 35.85416 -7.06171 0.0653
H 6.86185 35.66501 -5.32922 0.0779
H 6.93895 34.21826 -6.30524 0.0704
H 8.85665 34.85820 -7.46711 0.1202
H 10.10710 36.91024 -7.33959 0.1013
H 8.74899 37.64070 -6.45270 0.1292
H 8.05789 39.16535 -8.39884 0.0884
H 8.35811 38.49757 -9.99962 0.0817
H 9.66646 38.68746 -8.85893 0.0741
H 9.25645 35.99717 -4.68643 0.0932
H 10.37985 35.42531 -5.52901 0.0588
C 4.66722 36.28780 -11.87325 -0.0429
C 6.19517 36.31477 -11.62089 -0.4348
C 6.74954 34.89531 -11.85557 -0.2114
O 6.09818 33.99016 -11.02004 -0.2231
C 6.45943 34.07033 -9.62549 -0.0540
N 6.80281 37.17370 -12.60933 0.0374
H 4.36089 37.33361 -11.85013 0.0776
H 4.09378 35.65999 -11.19125 0.0803
H 4.57077 35.96002 -12.90831 0.0786
H 6.29297 36.69226 -10.60302 0.1242
H 7.82159 34.86980 -11.66023 0.1090
H 6.69976 34.46197 -12.85449 0.1298
H 7.52764 34.07223 -9.40861 0.0777
H 5.93539 33.22472 -9.18004 0.0962
H 5.95274 34.94791 -9.22397 0.0819
H 6.55495 36.76200 -13.49768 0.0678
H 7.79666 36.99489 -12.58998 0.0644
C 8.48288 27.18706 -15.13855 -0.1007
C 8.42631 25.75872 -15.43654 -0.4313
C 8.64254 25.44506 -16.98437 -0.1337
O 7.59520 26.01297 -17.82436 -0.2044
C 7.63325 25.56707 -19.15047 -0.1264
N 9.57137 25.21570 -14.71287 0.0429
H 9.29799 27.71346 -15.63514 0.0844
H 8.46752 27.38939 -14.06760 0.0756
H 7.58300 27.64858 -15.54514 0.0846
H 7.41833 25.48151 -15.12793 0.1390
H 8.69544 24.35901 -17.06051 0.1173
H 9.53503 25.95106 -17.35251 0.1205
H 8.53444 25.83755 -19.70072 0.0861
H 6.71244 25.92224 -19.61315 0.0914
H 7.62146 24.47913 -19.08460 0.0801
H 9.68729 24.25743 -15.01014 0.0812
H 9.44450 25.21258 -13.71088 0.0887
C 9.03660 26.91152 -6.93805 -0.0537
C 10.53535 27.30430 -6.88982 -0.4139
C 11.29694 26.59396 -5.73858 -0.1518
O 12.74362 26.80115 -5.73253 -0.1886
C 13.22539 28.13981 -5.70223 -0.1137
N 11.05090 26.90601 -8.21693 0.0564
H 8.54942 26.91014 -5.96298 0.0766
H 8.90857 25.92757 -7.38922 0.0792
H 8.42847 27.54176 -7.58694 0.0414
H 10.70356 28.37423 -6.76714 0.0958
H 11.19506 25.51369 -5.84225 0.1253
H 10.85019 26.85280 -4.77862 0.1178
H 12.81171 28.82720 -6.44011 0.0499
H 14.30399 28.04256 -5.82581 0.0944
H 13.04789 28.63132 -4.74567 0.0834
H 12.04230 27.09427 -8.17469 0.0620
H 10.62600 27.60338 -8.81127 0.0426
```

Total charge   0
Gap between HOMO and LUMO   0.30805 Eh

The following is a DFT calculation (wB97M-V/def2-TZVPD) of an isolated ion of composition C6H12 and charge +1 in a non-equilibrium geometry.

The geometry in XYZ format:
```
18
Properties=species:S:1:pos:R:3:mulliken_spin:R:1
C 1.80289 0.64690 -1.49937 -0.0027
C 0.38552 1.17615 -1.23415 0.0937
C -0.67886 0.01796 -1.13860 0.0341
C -1.19476 -0.19258 0.19981 0.3223
C -0.43516 -0.84576 1.18931 0.3587
C -0.84590 -1.05935 2.56567 0.0290
H 2.19834 0.27656 -0.55406 0.0009
H 2.42461 1.51052 -1.74965 0.0048
H 1.85908 -0.09983 -2.27945 -0.0005
H 0.04389 1.85419 -2.00696 0.0059
H 0.41880 1.72687 -0.29851 -0.0041
H -0.22060 -0.90099 -1.52142 0.0342
H -1.49598 0.22158 -1.82459 -0.0002
H -2.18512 0.19216 0.45149 0.0141
H 0.54245 -1.20037 0.87141 0.0219
H -0.17517 -0.43813 3.17974 0.0601
H -0.57045 -2.07397 2.85567 0.0311
H -1.87358 -0.81192 2.79363 -0.0033
```

2S+1   2
Total charge   +1
Gap between HOMO and LUMO (spin up / spin down)   0.39586 / 0.29026 Eh

The following is a DFT calculation (wB97M-V/def2-TZVPD) of C9H18BCsO5P2S as an isolated structure in a non-equilibrium geometry.

The geometry in XYZ format:
```
37
Properties=species:S:1:pos:R:3:lowdin_charge:R:1
C 4.43488 -0.90157 0.86145 -0.4112
O 3.70527 -0.12241 -0.06753 -0.1062
B 2.44227 -0.71598 -0.37901 -0.7723
O 2.44839 -1.70879 -1.32820 0.1325
P 0.76765 -0.19489 0.45021 0.2968
S 1.55300 -0.90094 2.46687 0.3882
C -0.09554 0.27717 -1.21301 -0.2930
C -1.51192 -0.22998 -1.17346 -0.3170
C -1.86793 -1.43732 -1.74848 -0.0618
C -3.16737 -1.87921 -1.64966 -0.1023
C -4.12864 -1.15227 -0.99358 -0.0746
C -3.79814 0.05567 -0.41840 -0.2785
C -4.78043 0.91755 0.35327 -0.0519
C -2.49240 0.48812 -0.52399 -0.0377
P 1.45412 1.95367 0.82256 0.3939
O 2.11581 2.11420 2.14864 -0.4121
O 2.34515 2.60460 -0.39530 -0.1905
O 0.09477 2.87663 0.87364 -0.2067
H 5.54876 -0.86637 0.71332 -0.2237
H 4.04222 -1.92664 0.84783 0.1023
H 4.18892 -0.50923 1.89131 0.0361
H 3.24630 -1.58943 -1.86349 0.1107
H -0.46754 0.14957 1.12827 -0.0096
H 0.27877 -1.55633 0.25340 -0.0049
H 0.67240 -1.87460 2.78785 -0.2061
H 0.42079 -0.09920 -2.10364 0.0800
H -0.18786 1.36906 -1.33315 0.0730
H -1.14134 -2.04945 -2.27669 0.1126
H -3.38895 -2.84870 -2.09084 0.1002
H -5.13859 -1.54935 -0.91147 0.1073
H -4.22613 1.36652 1.18736 0.0739
H -5.19172 1.74003 -0.23812 0.0773
H -5.55839 0.30098 0.81536 0.0727
H -2.16497 1.42167 -0.06376 0.1136
H 3.14152 2.93476 0.04430 0.0525
H -0.15842 3.00115 1.79610 0.0656
Cs 6.56524 0.54133 1.33004 1.3710
```

Total charge   0
Gap between HOMO and LUMO   0.18712 Eh

The following is a DFT calculation (wB97M-V/def2-TZVPD) of a 8-piece molecular cluster, C23H33O22 overall in a non-equilibrium geometry.

The geometry in XYZ format:
```
78
Properties=species:S:1:pos:R:3:lowdin_charge:R:1
C 0.16046 -0.55599 0.57460 -0.1289
C 1.00115 0.68285 0.41134 -0.5452
O 1.50056 0.84607 -0.85409 -0.3173
H 0.66900 -1.43284 0.15430 0.0555
H -0.78147 -0.49869 0.01831 0.0619
H -0.09338 -0.79236 1.61658 0.0489
H 1.79513 0.65379 1.19107 0.0683
H 0.35471 1.51803 0.76699 0.0615
C 2.57281 -0.30388 4.09919 -0.1137
C 3.04484 1.11257 3.82758 -0.1440
O 3.88359 1.35168 4.94867 0.0669
C 3.35737 0.63966 5.97240 -0.5966
O 3.55325 0.91390 7.10451 0.1672
O 2.66040 -0.41724 5.52921 0.0755
H 3.26206 -1.04832 3.69586 0.1321
H 1.59183 -0.51615 3.68156 0.1188
H 2.16695 1.77121 3.78086 0.1298
H 3.40265 1.29838 2.81517 0.1247
C 1.16035 -0.73393 -3.77462 -0.1057
C 2.68629 -0.52595 -3.60836 -0.1117
O 3.19795 -0.85440 -4.88377 0.0551
C 2.20086 -0.92189 -5.80221 -0.5775
O 2.39499 -0.96307 -6.96599 0.1639
O 1.00395 -0.93380 -5.17650 0.0551
H 0.65078 0.16492 -3.43556 0.1052
H 0.75113 -1.59771 -3.26069 0.0914
H 3.02231 -1.21539 -2.83674 0.1289
H 2.94470 0.49595 -3.35065 0.0976
C -1.68611 3.36555 -0.25009 -0.1253
C -0.98303 4.59981 -0.90578 -0.0771
O -2.07327 5.50362 -1.09042 0.0678
C -3.16645 5.10913 -0.42599 -0.5706
O -4.18723 5.70497 -0.30783 0.1638
O -2.96954 3.84436 0.02286 0.0472
H -1.16382 3.12631 0.67525 0.1055
H -1.62301 2.51781 -0.93262 0.1320
H -0.48345 4.40324 -1.84791 0.1065
H -0.26801 5.03156 -0.20661 0.1300
C -1.50140 -4.41910 2.42537 -0.1022
C -0.11295 -3.78276 2.67763 -0.1167
O -0.25710 -3.11832 3.92674 0.0603
C -1.58786 -3.05564 4.22732 -0.5736
O -2.07304 -2.39973 5.09687 0.1466
O -2.31642 -3.73743 3.34995 0.0825
H -1.42410 -5.48864 2.61849 0.1302
H -1.71966 -4.30607 1.36862 0.1097
H 0.19698 -3.19162 1.81606 0.1013
H 0.62649 -4.58201 2.74630 0.1274
C -1.11652 -4.19141 -2.98441 -0.1186
C -0.73445 -3.36867 -1.79294 -0.1088
O -0.54868 -4.39033 -0.79770 0.0424
C -1.17689 -5.51615 -1.17664 -0.5818
O -1.37282 -6.45270 -0.46695 0.1572
O -1.67252 -5.38378 -2.42395 0.0750
H -0.18010 -4.49352 -3.47960 0.1344
H -1.64327 -3.76783 -3.83487 0.1389
H -1.55320 -2.75676 -1.40377 0.1419
H 0.15422 -2.75933 -1.89325 0.1017
C 1.40450 2.99090 -3.58184 -0.1018
C 2.54684 3.33040 -2.61538 -0.1095
O 3.00250 4.63087 -3.00327 0.0537
C 2.45289 4.97492 -4.19110 -0.5585
O 2.61987 5.99370 -4.78118 0.1503
O 1.49719 4.05653 -4.53960 0.0389
H 0.39681 3.03499 -3.17341 0.1094
H 1.58458 2.06709 -4.12299 0.1058
H 3.38050 2.64106 -2.73492 0.1206
H 2.20683 3.37493 -1.58538 0.1132
C -4.13124 1.11005 2.62162 -0.0746
C -2.76392 0.43040 2.74349 -0.1096
O -2.87078 -0.69246 1.87975 0.0358
C -4.16850 -0.90255 1.56557 -0.5892
O -4.52548 -1.86878 0.95638 0.1452
O -4.93286 0.08290 2.00432 0.0777
H -4.10839 1.96203 1.94551 0.1215
H -4.55143 1.35988 3.59205 0.1307
H -2.47963 0.09838 3.74015 0.1281
H -2.05831 1.14277 2.31110 0.1168
```

Total charge   -1
Gap between HOMO and LUMO   0.25856 Eh